# 1
A 2-piece molecular cluster, C5H14 overall at a distorted geometry. Source: the OMol25 dataset; level of theory: the ωB97M-V functional and the def2-TZVPD basis.

- SMILES string: CCC.CC
- Total energy: -198.82553 Ha
- Lowest unoccupied orbital energy: 1.107 eV
- Molecular weight: 74.2 g mol⁻¹
- Strongest force on any atom: 4.36 eV/A
- Energy above the lowest of the compared OMol25 structures with the same formula, charge and spin: 167.0 kJ/mol

Each line ends with the natural charge from an NBO analysis.
Atoms and positions in Å:
C1 0.769 -2.374 0.702  -0.60
C2 -0.491 -1.574 0.513  -0.42
C3 -0.725 -0.433 1.507  -0.61
H1 0.828 -2.875 1.632  0.20
H2 1.148 -3.009 -0.137  0.22
H3 1.528 -1.504 0.620  0.19
H4 -1.283 -2.283 0.463  0.20
H5 -0.464 -1.241 -0.550  0.19
H6 -1.261 -0.773 2.409  0.21
H7 -1.068 0.620 1.010  0.21
H8 0.289 -0.178 1.834  0.20
C4 0.388 1.745 -0.589  -0.59
C5 -0.217 2.170 -1.902  -0.62
H9 1.044 2.642 -0.299  0.20
H10 -0.465 1.675 0.199  0.19
H11 0.928 0.828 -0.569  0.21
H12 -0.297 1.201 -2.440  0.20
H13 0.487 2.566 -2.551  0.20
H14 -1.138 2.799 -1.852  0.21

***

# 2
A 2-piece molecular cluster, C5H14 overall at a distorted geometry. Source: the OMol25 dataset; level of theory: the ωB97M-V functional and the def2-TZVPD basis.

- SMILES string: CCC.CC
- Total energy: -198.87423 Ha
- Lowest unoccupied orbital energy: 1.082 eV
- Molecular weight: 74.2 g mol⁻¹
- Strongest force on any atom: 2.22 eV/A
- Energy above the lowest of the compared OMol25 structures with the same formula, charge and spin: 39.2 kJ/mol

Each line ends with the natural charge from an NBO analysis.
Atoms and positions in Å:
C1 -2.742 -0.016 -0.752  -0.60
C2 -2.031 -1.384 -0.538  -0.40
C3 -0.732 -1.098 0.213  -0.62
H1 -3.741 -0.107 -1.171  0.21
H2 -2.729 0.545 0.181  0.20
H3 -2.163 0.522 -1.516  0.20
H4 -1.912 -1.877 -1.505  0.20
H5 -2.726 -1.952 0.074  0.19
H6 0.020 -1.894 0.168  0.21
H7 -0.865 -0.877 1.277  0.21
H8 -0.197 -0.274 -0.238  0.20
C4 1.896 1.039 0.331  -0.61
C5 3.369 1.308 0.701  -0.61
H9 1.845 1.090 -0.766  0.20
H10 1.665 -0.019 0.447  0.20
H11 1.167 1.695 0.791  0.21
H12 3.509 1.064 1.762  0.20
H13 3.569 2.364 0.558  0.20
H14 4.084 0.644 0.219  0.21

***

# 3
A 2-piece molecular cluster, C5H14 overall at a distorted geometry. Source: the OMol25 dataset; level of theory: the ωB97M-V functional and the def2-TZVPD basis.

- SMILES string: CCC.CC
- Total energy: -198.87253 Ha
- Lowest unoccupied orbital energy: 1.136 eV
- Molecular weight: 74.2 g mol⁻¹
- Strongest force on any atom: 1.49 eV/A
- Energy above the lowest of the compared OMol25 structures with the same formula, charge and spin: 43.7 kJ/mol

Each line ends with the natural charge from an NBO analysis.
Atoms and positions in Å:
C1 -0.586 0.745 1.309  -0.61
C2 0.805 1.096 1.892  -0.40
C3 1.805 -0.094 1.869  -0.61
H1 -0.696 -0.327 1.488  0.20
H2 -1.402 1.280 1.794  0.21
H3 -0.642 0.859 0.237  0.20
H4 1.312 1.904 1.377  0.20
H5 0.605 1.410 2.909  0.19
H6 2.487 0.092 1.042  0.20
H7 2.425 -0.028 2.766  0.21
H8 1.303 -1.042 1.757  0.20
C4 -1.647 -0.604 -2.133  -0.61
C5 -0.316 -1.007 -2.768  -0.61
H9 -1.715 -0.997 -1.114  0.20
H10 -1.764 0.467 -1.983  0.21
H11 -2.452 -1.135 -2.623  0.21
H12 -0.029 -2.016 -2.467  0.20
H13 0.491 -0.303 -2.560  0.20
H14 -0.395 -0.995 -3.843  0.20

***

# 4
A 2-piece molecular cluster, C5H14 overall at a distorted geometry. Source: the OMol25 dataset; level of theory: the ωB97M-V functional and the def2-TZVPD basis.

- SMILES string: CCC.CC
- Total energy: -198.83297 Ha
- Lowest unoccupied orbital energy: 1.058 eV
- Molecular weight: 74.2 g mol⁻¹
- Strongest force on any atom: 4.29 eV/A
- Energy above the lowest of the compared OMol25 structures with the same formula, charge and spin: 147.5 kJ/mol

Each line ends with the natural charge from an NBO analysis.
Atoms and positions in Å:
C1 0.776 -0.173 -2.241  -0.62
C2 0.915 -0.393 -0.657  -0.41
C3 2.433 -0.867 -0.632  -0.61
H1 -0.281 -0.259 -2.604  0.20
H2 1.238 0.765 -2.586  0.21
H3 1.202 -0.931 -2.900  0.20
H4 0.039 -0.879 -0.227  0.22
H5 0.946 0.612 -0.240  0.20
H6 2.687 -1.486 0.117  0.20
H7 3.165 -0.104 -0.662  0.21
H8 2.730 -1.608 -1.403  0.20
C4 -1.419 0.577 1.253  -0.61
C5 -2.633 0.796 2.257  -0.62
H9 -0.834 -0.262 1.612  0.20
H10 -1.695 0.401 0.151  0.21
H11 -0.818 1.459 1.204  0.21
H12 -2.963 1.869 2.167  0.20
H13 -2.374 0.653 3.330  0.21
H14 -3.481 0.136 2.165  0.21

***

# 5
A 2-piece molecular cluster, C5H14 overall. Source: the OMol25 dataset; level of theory: the ωB97M-V functional and the def2-TZVPD basis.

- SMILES string: CCC.CC
- Total energy: -198.88414 Ha
- Lowest unoccupied orbital energy: 1.085 eV
- Molecular weight: 74.2 g mol⁻¹
- Strongest force on any atom: 0.87 eV/A
- Energy above the lowest of the compared OMol25 structures with the same formula, charge and spin: 13.2 kJ/mol

Each line ends with the natural charge from an NBO analysis.
Atoms and positions in Å:
C1 -1.538 0.676 0.231  -0.60
C2 -2.104 0.375 -1.172  -0.40
C3 -1.946 1.519 -2.160  -0.61
H1 -1.524 -0.242 0.819  0.21
H2 -2.110 1.442 0.750  0.20
H3 -0.498 1.004 0.105  0.20
H4 -1.615 -0.540 -1.531  0.19
H5 -3.160 0.118 -1.067  0.20
H6 -2.811 2.176 -2.161  0.21
H7 -1.083 2.162 -1.914  0.20
H8 -1.781 1.147 -3.169  0.21
C4 2.001 -1.777 1.526  -0.60
C5 3.041 -0.678 1.279  -0.60
H9 1.915 -1.992 2.589  0.20
H10 0.999 -1.459 1.216  0.20
H11 2.324 -2.673 1.006  0.20
H12 3.147 -0.517 0.206  0.20
H13 4.001 -0.997 1.686  0.20
H14 2.743 0.256 1.758  0.20

***

# 6
A 2-piece molecular cluster, C5H14 overall at a distorted geometry. Source: the OMol25 dataset; level of theory: the ωB97M-V functional and the def2-TZVPD basis.

- SMILES string: CCC.CC
- Total energy: -198.87122 Ha
- Lowest unoccupied orbital energy: 1.132 eV
- Molecular weight: 74.2 g mol⁻¹
- Strongest force on any atom: 1.40 eV/A
- Energy above the lowest of the compared OMol25 structures with the same formula, charge and spin: 47.1 kJ/mol

Each line ends with the natural charge from an NBO analysis.
Atoms and positions in Å:
C1 1.608 2.028 0.263  -0.61
C2 1.923 1.173 -0.971  -0.40
C3 1.347 -0.262 -0.866  -0.61
H1 0.700 2.613 0.137  0.21
H2 2.453 2.715 0.372  0.21
H3 1.509 1.409 1.150  0.20
H4 1.466 1.640 -1.847  0.20
H5 2.984 1.069 -1.188  0.20
H6 0.704 -0.408 0.003  0.20
H7 0.660 -0.527 -1.674  0.20
H8 2.148 -0.994 -0.875  0.21
C4 -2.076 -1.902 1.173  -0.61
C5 -2.282 -0.714 0.226  -0.61
H9 -1.907 -1.519 2.179  0.20
H10 -3.002 -2.476 1.185  0.20
H11 -1.220 -2.522 0.920  0.20
H12 -2.937 -0.011 0.731  0.21
H13 -2.726 -0.992 -0.739  0.20
H14 -1.350 -0.321 -0.177  0.21

***

# 7
A 2-piece molecular cluster, C5H14 overall at a distorted geometry. Source: the OMol25 dataset; level of theory: the ωB97M-V functional and the def2-TZVPD basis.

- SMILES string: CCC.CC
- Total energy: -198.85040 Ha
- Lowest unoccupied orbital energy: 1.140 eV
- Molecular weight: 74.2 g mol⁻¹
- Strongest force on any atom: 3.18 eV/A
- Energy above the lowest of the compared OMol25 structures with the same formula, charge and spin: 101.8 kJ/mol

Each line ends with the natural charge from an NBO analysis.
Atoms and positions in Å:
C1 1.942 -0.571 -0.051  -0.62
C2 1.271 -1.906 0.094  -0.40
C3 -0.209 -2.056 -0.378  -0.62
H1 2.879 -0.590 0.557  0.21
H2 2.390 -0.532 -1.052  0.20
H3 1.336 0.337 0.015  0.21
H4 1.376 -2.187 1.150  0.19
H5 1.811 -2.798 -0.288  0.20
H6 -0.462 -3.115 -0.227  0.21
H7 -0.545 -1.598 -1.296  0.21
H8 -0.776 -1.677 0.494  0.20
C4 -1.430 1.832 -0.572  -0.63
C5 -1.405 2.362 0.862  -0.62
H9 -1.655 2.468 -1.418  0.21
H10 -0.358 1.635 -0.828  0.20
H11 -1.899 0.847 -0.770  0.21
H12 -1.813 1.706 1.629  0.21
H13 -2.070 3.218 0.991  0.21
H14 -0.382 2.626 1.090  0.21

***

# 8
A 2-piece molecular cluster, C5H14 overall. Source: the OMol25 dataset; level of theory: the ωB97M-V functional and the def2-TZVPD basis.

- SMILES string: CCC.CC
- Total energy: -198.88743 Ha
- Lowest unoccupied orbital energy: 1.153 eV
- Molecular weight: 74.2 g mol⁻¹
- Strongest force on any atom: 0.99 eV/A
- Energy above the lowest of the compared OMol25 structures with the same formula, charge and spin: 4.5 kJ/mol

Each line ends with the natural charge from an NBO analysis.
Atoms and positions in Å:
C1 -2.263 -2.199 0.409  -0.60
C2 -1.252 -1.051 0.244  -0.39
C3 0.186 -1.547 0.081  -0.61
H1 -2.278 -2.799 -0.500  0.20
H2 -1.992 -2.808 1.273  0.20
H3 -3.251 -1.775 0.575  0.21
H4 -1.557 -0.455 -0.612  0.19
H5 -1.308 -0.403 1.119  0.19
H6 0.877 -0.717 0.161  0.21
H7 0.442 -2.225 0.908  0.20
H8 0.281 -2.140 -0.823  0.20
C4 1.193 2.022 -0.912  -0.61
C5 1.986 2.680 0.204  -0.61
H9 0.940 2.707 -1.725  0.20
H10 1.735 1.186 -1.347  0.20
H11 0.248 1.629 -0.543  0.20
H12 2.186 1.989 1.021  0.20
H13 1.464 3.551 0.596  0.20
H14 2.947 3.056 -0.165  0.20

***

# 9
A 2-piece molecular cluster, C5H14 overall at a distorted geometry. Source: the OMol25 dataset; level of theory: the ωB97M-V functional and the def2-TZVPD basis.

- SMILES string: CCC.CC
- Total energy: -198.86339 Ha
- Lowest unoccupied orbital energy: 1.134 eV
- Molecular weight: 74.2 g mol⁻¹
- Strongest force on any atom: 1.89 eV/A
- Energy above the lowest of the compared OMol25 structures with the same formula, charge and spin: 67.6 kJ/mol

Each line ends with the natural charge from an NBO analysis.
Atoms and positions in Å:
C1 2.442 -0.331 0.661  -0.62
C2 1.434 0.107 1.762  -0.39
C3 0.612 1.315 1.258  -0.61
H1 3.026 0.557 0.430  0.20
H2 2.958 -1.286 0.782  0.21
H3 1.886 -0.689 -0.217  0.20
H4 0.800 -0.741 1.999  0.20
H5 2.081 0.425 2.569  0.20
H6 1.127 2.231 1.538  0.21
H7 0.525 1.325 0.171  0.20
H8 -0.386 1.219 1.686  0.21
C4 -2.763 -0.219 -2.093  -0.61
C5 -1.557 -0.851 -1.366  -0.62
H9 -2.477 0.048 -3.104  0.20
H10 -3.562 -0.943 -2.282  0.20
H11 -3.169 0.689 -1.653  0.20
H12 -1.650 -0.807 -0.286  0.20
H13 -1.653 -1.932 -1.497  0.21
H14 -0.662 -0.322 -1.670  0.21

***

# 10
A 2-piece molecular cluster, C5H14 overall at a distorted geometry. Source: the OMol25 dataset; level of theory: the ωB97M-V functional and the def2-TZVPD basis.

- Spin multiplicity: 2
- Net charge: +1
- Total energy: -198.46640 Ha
- Lowest unoccupied orbital energy (alpha / beta): -2.911 / -10.715 eV
- Molecular weight: 74.2 g mol⁻¹
- Strongest force on any atom: 2.49 eV/A
- Energy above the lowest of the compared OMol25 structures with the same formula, charge and spin: 54.0 kJ/mol

Each line ends with the natural charge from an NBO analysis.
Atoms and positions in Å:
C1 1.971 -0.845 1.237  -0.62
C2 2.286 0.564 0.778  -0.55
H1 1.177 -0.857 1.974  0.22
H2 1.775 -1.469 0.361  0.22
H3 2.954 -1.254 1.513  0.26
H4 1.413 1.105 0.283  0.21
H5 3.121 0.512 0.081  0.23
H6 2.520 1.300 1.556  0.25
C3 -1.252 -0.088 -0.170  -0.32
C4 -2.541 0.732 -0.116  -0.60
C5 -0.814 -0.447 -1.546  -0.62
H7 -0.427 0.716 0.068  0.39
H8 -1.327 -0.974 0.452  0.26
H9 -2.610 1.362 -1.004  0.23
H10 -0.986 0.337 -2.281  0.24
H11 0.207 -0.840 -1.747  0.29
H12 -2.664 1.332 0.771  0.26
H13 -3.435 0.097 -0.207  0.29
H14 -1.369 -1.282 -2.004  0.33

***

Which formula does entry 5 have? C5H14